Entry 1:
ORCA calculation (ωB97M-V with the def2-TZVPD basis set) on a 2-piece molecular cluster, C3H6N2O overall.

ORCA input file:
```
! wB97M-V def2-TZVPD RIJCOSX def2/J DEFGRID3
* xyz 0 1
C -0.64 -0.15 1.63
C -0.79 -0.56 0.20
N -1.58 -1.52 -0.17
H -1.92 -2.16 0.56
H -0.73 -0.79 -0.99
H 0.40 -0.25 1.93
H -1.25 -0.75 2.31
H -0.89 0.91 1.74
N 1.62 1.17 -1.12
C 2.18 1.41 -2.16
O 2.96 1.75 -2.97
H 0.64 0.94 -0.96
*
```

The HOMO energy comes out at -9.5 eV. For the HOMO-LUMO gap, the calculation gives 10.1678 eV. The value obtained for the largest force on an atom is 3.58 eV/Å. The SMILES is [H]/N=C\C.N=C=O. Its LUMO energy is 0.71 eV. As for the total energy: -302.53984 hartree.

---

Entry 2:
ORCA calculation (ωB97M-V with the def2-TZVPD basis set) on an isolated molecule of C3H6N2O.

ORCA input file:
```
! wB97M-V def2-TZVPD RIJCOSX def2/J DEFGRID3
* xyz 0 1
N 1.96 0.38 -0.26
C 0.85 -0.42 -0.32
O 0.71 -1.34 -1.10
N -0.11 -0.02 0.62
C -1.44 -0.55 0.57
C -1.30 0.76 -0.09
H 2.12 0.95 0.56
H 2.76 0.08 -0.78
H -1.52 -1.40 -0.10
H -1.95 -0.64 1.52
H -1.29 0.72 -1.18
H -0.78 1.48 0.55
*
```

The HOMO energy comes out at -9.6 eV. For the HOMO-LUMO gap, the calculation gives 10.6576 eV. The value obtained for the largest force on an atom is 3.14 eV/Å. The SMILES is NC(=O)N1CC1. Its LUMO energy is 1.06 eV. As for the total energy: -302.59286 hartree.

---

Entry 3:
ORCA calculation (ωB97M-V with the def2-TZVPD basis set) on an isolated molecule of C3H6N2O.

ORCA input file:
```
! wB97M-V def2-TZVPD RIJCOSX def2/J DEFGRID3
* xyz 0 1
C 0.47 0.23 1.92
C -0.36 -0.33 0.79
O -1.01 -1.35 0.86
N -0.25 0.40 -0.39
C -0.40 -0.20 -1.63
N 0.12 0.34 -2.65
H 0.25 -0.30 2.84
H 1.53 0.06 1.67
H 0.33 1.30 2.06
H 0.32 1.23 -0.41
H -0.95 -1.15 -1.58
H -0.04 -0.23 -3.48
*
```

The HOMO energy comes out at -10.0 eV. For the HOMO-LUMO gap, the calculation gives 10.8289 eV. The value obtained for the largest force on an atom is 0.45 eV/Å. The SMILES is [H]/N=C/NC(C)=O. Its LUMO energy is 0.87 eV. As for the total energy: -302.67678 hartree.

---

Entry 4:
ORCA calculation (ωB97M-V with the def2-TZVPD basis set) on an isolated molecule of C3H6N2O.

ORCA input file:
```
! wB97M-V def2-TZVPD RIJCOSX def2/J DEFGRID3
* xyz 0 1
N -1.35 -0.55 0.64
C -0.58 0.12 -0.40
C 0.84 0.43 0.14
O 1.27 -0.58 1.01
C 1.77 0.53 -1.00
N 2.44 0.59 -1.94
H -1.98 0.08 1.12
H -1.90 -1.31 0.26
H -0.48 -0.56 -1.25
H -1.04 1.04 -0.77
H 0.84 1.41 0.65
H 0.43 -0.94 1.37
*
```

The HOMO energy comes out at -10.6 eV. For the HOMO-LUMO gap, the calculation gives 11.1312 eV. The value obtained for the largest force on an atom is 1.10 eV/Å. The SMILES is N#C[C@H](O)CN. Its LUMO energy is 0.57 eV. As for the total energy: -302.64177 hartree.

---

Entry 5:
ORCA calculation (ωB97M-V with the def2-TZVPD basis set) on an isolated molecule of C3H6N2O.

ORCA input file:
```
! wB97M-V def2-TZVPD RIJCOSX def2/J DEFGRID3
* xyz 0 1
C 0.92 1.54 0.07
C -1.32 0.39 0.03
C -2.24 -0.51 0.11
H 1.93 1.68 -0.63
H 0.17 2.41 -0.12
H 1.31 1.46 1.08
H -1.64 1.41 -0.06
H -3.22 -0.03 0.04
H -2.13 -1.74 0.00
N 0.12 0.27 -0.22
N 0.60 -0.99 -0.17
O 1.79 -1.08 0.15
*
```

The HOMO energy comes out at -9.4 eV. For the HOMO-LUMO gap, the calculation gives 9.9257 eV. The value obtained for the largest force on an atom is 4.72 eV/Å. The SMILES is C=CN(C)N=O. Its LUMO energy is 0.53 eV. As for the total energy: -302.51198 hartree.

---

Entry 6:
ORCA calculation (ωB97M-V with the def2-TZVPD basis set) on a 2-piece molecular cluster, C3H6N2O overall.

ORCA input file:
```
! wB97M-V def2-TZVPD RIJCOSX def2/J DEFGRID3
* xyz 0 1
C -1.78 0.11 0.04
C 1.70 0.23 0.32
C -0.42 -0.50 0.17
O 1.35 -1.36 -0.76
N 0.08 -1.25 -0.81
N 1.94 1.29 -0.25
H 1.43 1.57 -1.09
H 2.18 -0.15 1.22
H -0.09 -0.78 1.17
H -2.15 -0.02 -0.98
H -1.73 1.18 0.24
H -2.50 -0.32 0.74
*
```

The HOMO energy comes out at -8.4 eV. For the HOMO-LUMO gap, the calculation gives 7.9332 eV. The value obtained for the largest force on an atom is 1.58 eV/Å. Its LUMO energy is -0.49 eV. As for the total energy: -302.46083 hartree.

---

Entry 7:
ORCA calculation (ωB97M-V with the def2-TZVPD basis set) on an isolated molecule of C3H6N2O.

ORCA input file:
```
! wB97M-V def2-TZVPD RIJCOSX def2/J DEFGRID3
* xyz 0 1
C 0.71 0.28 -0.41
C 0.27 0.99 0.88
N -1.00 1.12 1.05
C 0.05 -1.92 -0.80
O -0.15 0.71 -1.33
N 0.72 -1.17 -0.03
H 1.79 0.51 -0.55
H 0.96 1.53 1.53
H -1.39 1.71 1.77
H -1.52 0.79 0.16
H -0.01 -2.99 -0.58
H -0.44 -1.55 -1.70
*
```

The HOMO energy comes out at -8.3 eV. For the HOMO-LUMO gap, the calculation gives 8.1120 eV. The value obtained for the largest force on an atom is 1.60 eV/Å. Its LUMO energy is -0.14 eV. As for the total energy: -302.55708 hartree.

---

Entry 8:
ORCA calculation (ωB97M-V with the def2-TZVPD basis set) on an isolated molecule of C3H6N2O.

ORCA input file:
```
! wB97M-V def2-TZVPD RIJCOSX def2/J DEFGRID3
* xyz 0 1
C -0.21 0.46 -0.16
C -0.51 -0.92 0.51
C 0.44 0.44 -1.47
N -0.67 1.43 0.47
N 0.05 -1.06 1.73
O -1.15 -1.78 -0.04
H -0.05 -0.02 -2.35
H 1.31 -0.17 -1.23
H 0.69 1.53 -1.72
H -0.44 2.30 0.02
H 0.63 -0.34 2.03
H -0.08 -1.88 2.21
*
```

The HOMO energy comes out at -9.5 eV. For the HOMO-LUMO gap, the calculation gives 10.4469 eV. The value obtained for the largest force on an atom is 2.89 eV/Å. The SMILES is [H]/N=C(\C)C(N)=O. Its LUMO energy is 0.92 eV. As for the total energy: -302.65660 hartree.